(1)
This record from the Open Molecules 2025 dataset describes 7 unconnected molecules or ions with the total composition C21H54BN3O11S7. The level of theory is wB97M-V/def2-TZVPD.

Each line ends with the Mulliken charge.
Positions of all 97 atoms, in Å:
C -1.109 0.402 0.321  0.734
C -0.453 0.183 -4.019  -0.904
B -1.657 -1.097 -2.376  0.073
C -1.482 -2.911 -0.403  -0.154
O -0.655 3.475 -1.556  -0.589
C 4.539 -1.858 -1.914  -0.935
C 4.557 -6.739 3.659  -0.918
H 4.088 -1.550 -2.859  0.269
H -4.918 0.888 0.109  -0.080
H 4.136 -2.827 -1.618  0.300
H -0.528 0.818 -3.087  0.265
H -6.155 3.539 -0.950  0.410
H 4.709 1.644 -0.849  0.327
S -0.029 -5.009 3.465  0.608
H -5.253 1.026 1.854  0.348
H 2.115 9.870 1.960  0.313
C -2.068 -4.065 -1.291  -0.558
H 5.640 -6.805 3.545  0.378
H 0.435 6.113 -1.522  0.111
H 3.708 9.074 1.784  0.381
H 0.606 -0.101 -0.934  0.515
H 1.809 9.935 -0.523  0.306
H -0.917 0.800 -4.832  0.405
H 4.392 -3.984 3.138  0.233
C -2.367 -1.089 -4.717  -1.099
H 0.525 -1.190 0.509  0.335
H -2.256 -5.915 3.548  0.332
H -1.075 7.020 -1.830  0.408
C -0.092 -0.664 -0.260  -1.820
H 1.941 8.538 -1.617  0.292
C -1.484 5.184 0.308  -0.833
H 0.030 0.861 2.012  0.318
C -1.250 -6.317 3.683  -1.082
O 2.683 -5.368 4.952  -0.515
H -4.605 2.806 -1.466  0.106
H -2.651 -4.746 -0.609  0.477
H -6.480 1.555 0.678  0.449
C -0.765 -1.757 -1.207  1.188
H 5.622 -1.933 -2.021  0.434
S 0.089 -4.084 -2.695  1.309
H -0.386 5.977 -3.096  0.429
H -0.658 -3.392 0.219  0.728
H -2.180 0.137 0.194  -0.381
H -0.586 -4.450 5.726  0.405
C -0.670 -3.941 4.765  -1.081
O -0.244 -3.931 -4.105  -0.647
H -4.678 4.529 -1.025  0.281
O -2.923 -0.442 -2.129  -0.315
C -3.601 -2.373 0.202  0.701
H 2.502 8.419 2.917  0.327
O 1.324 -4.874 -2.628  -0.757
S -1.504 4.696 -1.424  0.501
N -1.209 -1.094 -3.797  -0.136
H -1.148 -6.746 4.681  0.395
S 1.976 7.852 0.664  0.553
C 0.480 -2.468 -1.939  -0.935
S 4.161 -5.546 4.950  0.390
H -1.065 -7.089 2.937  0.315
H -0.455 5.262 0.659  0.311
H -2.013 4.418 0.886  0.263
H 5.945 -4.273 3.978  0.381
H -1.993 6.143 0.421  0.413
N -2.455 -2.387 0.621  -0.354
C -0.534 6.093 -2.022  -0.987
H -1.712 -3.690 4.560  0.386
N -0.895 0.469 1.813  -0.880
H 4.402 0.900 -2.437  0.296
C 4.873 -4.120 4.108  -0.879
H 4.166 -7.711 3.958  0.311
O -3.221 2.986 1.020  -0.576
H -1.987 -1.279 -5.763  0.289
H -0.833 -0.517 2.098  0.295
H -2.916 -0.111 -4.737  0.366
H 5.946 0.598 -1.585  0.403
S 4.144 -0.659 -0.627  0.305
S -4.698 3.142 0.912  0.368
C 4.874 0.760 -1.463  -1.009
H 1.221 -2.669 -1.115  0.623
O -1.039 -4.932 -1.862  -0.386
O 0.498 7.801 0.845  -0.564
H 4.705 -3.238 4.724  0.319
H -3.599 -1.132 -2.261  0.232
H 4.096 -6.435 2.719  0.274
C 2.315 8.985 -0.697  -0.947
O -4.641 -2.573 -0.271  -0.506
O 2.664 -0.469 -0.637  -0.419
H -0.851 1.414 -0.092  0.119
H 3.391 9.141 -0.780  0.379
H -3.101 -1.919 -4.519  0.289
H 0.997 -1.782 -2.652  0.266
C -5.409 1.487 0.879  -0.653
H 0.625 -0.053 -4.231  0.225
C -5.073 3.538 -0.806  -0.718
H -2.786 -3.743 -2.088  0.210
C 2.643 8.915 1.957  -1.013
H -0.074 -3.029 4.785  0.302
O -0.319 -4.344 2.159  -0.640

The calculation puts the highest occupied orbital energy at -8.00 eV. Its frontier orbital gap is 8.3 eV. For the LUMO energy, the calculation gives 0.0128 Eh. The total energy is -4636.383701 Eh.



(2)
This record from the Open Molecules 2025 dataset describes 2 unconnected molecules or ions with the total composition C7H12. The level of theory is wB97M-V/def2-TZVPD.

Each line ends with the natural charge from an NBO analysis.
Positions of all 19 atoms, in Å:
C 0.457 1.225 -0.458  -0.634
H 3.583 1.102 0.728  -0.019
H 1.801 -1.143 1.013  0.278
C -1.252 -0.683 -0.699  -0.221
C -2.139 -0.100 0.380  -0.616
H 0.445 -2.135 -0.874  0.223
H 0.240 -1.045 1.789  0.259
H -1.589 0.501 1.114  0.209
H 0.085 0.028 -2.347  0.223
C 0.780 -0.734 0.877  -0.634
H 1.332 1.710 -0.934  0.278
C 0.874 0.766 0.912  0.216
H -0.267 2.047 -0.318  0.259
H -2.651 -0.896 0.932  0.216
C -0.065 0.047 -1.271  -0.247
H 2.933 1.222 1.073  0.021
H -2.906 0.550 -0.057  0.216
H -1.802 -1.271 -1.431  0.218
C 0.140 -1.192 -0.428  -0.247

The calculation puts the highest occupied orbital energy at -8.32 eV. Its frontier orbital gap is 8.4 eV. For the LUMO energy, the calculation gives 0.0035 Eh. The total energy is -273.731791 Eh. Its energy above the lowest of the compared OMol25 structures with the same formula, charge and spin is 464.1 kJ/mol.



(3)
This record from the Open Molecules 2025 dataset describes 2 unconnected molecules or ions with the total composition CH5N4O. The level of theory is wB97M-V/def2-TZVPD.

Each line ends with the natural charge from an NBO analysis.
Positions of all 11 atoms, in Å:
N 1.899 0.021 1.139  -0.527
H 1.399 0.603 -0.704  0.408
H -2.237 1.571 -1.843  0.426
H 1.524 -0.638 1.843  0.446
N -1.631 0.831 -1.555  -0.696
C -1.770 0.152 -0.551  0.653
N 1.185 -0.066 0.053  0.281
H -2.174 -1.455 0.257  0.418
O 0.675 -1.050 -0.294  -0.120
H 2.634 0.709 1.320  0.458
N -1.504 -0.678 0.334  -0.747

The calculation puts the highest occupied orbital energy at -14.21 eV. Its frontier orbital gap is 7.8 eV. As for the charge: +1. For the LUMO energy, the calculation gives -0.2342 Eh. The total energy is -334.945903 Eh. Its energy above the lowest of the compared OMol25 structures with the same formula, charge and spin is 285.3 kJ/mol.



(4)
This record from the Open Molecules 2025 dataset describes a molecular structure, C21H21IrN7. The level of theory is wB97M-V/def2-TZVPD.

Each line ends with the natural charge from an NBO analysis.
Positions of all 50 atoms, in Å:
H 6.754 -0.630 -1.853  0.260
H 0.025 -1.097 1.424  0.431
C -2.311 0.105 1.391  0.402
C 2.336 0.103 1.393  0.393
N 2.030 0.291 0.115  -0.578
H 4.095 -0.381 2.422  0.461
H -4.942 -0.088 -3.462  0.255
N 0.014 -0.120 1.732  -0.483
C -4.713 -0.089 -2.405  -0.162
H 2.671 0.411 -2.692  0.231
H -4.089 -0.290 2.424  0.461
N -0.140 6.847 -0.649  -0.648
C -3.177 0.117 -0.622  0.136
C 5.523 -0.466 -0.126  -0.204
H 4.982 -0.060 -3.453  0.255
H 1.473 -0.505 3.256  0.269
H 6.308 -0.710 0.577  0.258
C -5.517 -0.354 -0.125  -0.202
N -1.995 0.258 0.111  -0.586
C 4.744 -0.093 -2.399  -0.163
C -0.080 5.534 -0.692  0.312
C -1.156 3.389 -0.871  0.052
C 3.457 0.176 -1.985  -0.229
H 0.690 7.409 -0.525  0.437
C 5.762 -0.411 -1.483  -0.149
H -1.206 1.161 2.867  0.261
C 1.153 4.835 -0.514  -0.272
C -1.253 0.160 2.432  -0.279
H -2.209 5.202 -1.074  0.267
H 2.081 5.377 -0.394  0.268
C 4.225 -0.199 0.285  0.097
N 0.029 2.738 -0.659  -0.473
N 3.622 -0.191 1.548  -0.458
C 1.277 0.182 2.429  -0.278
H 1.224 1.192 2.841  0.260
C -5.747 -0.332 -1.485  -0.150
H -2.033 2.775 -1.033  0.243
H 2.091 2.942 -0.360  0.241
C 3.206 0.114 -0.619  0.136
Ir 0.009 0.778 -0.299  1.269
H -6.314 -0.552 0.580  0.258
C -4.210 -0.130 0.284  0.097
H -1.015 7.340 -0.756  0.437
H -1.450 -0.553 3.235  0.269
C 1.164 3.482 -0.495  0.064
H -2.615 0.308 -2.700  0.231
N -3.608 -0.127 1.549  -0.458
C -3.418 0.142 -1.992  -0.234
C -1.248 4.738 -0.894  -0.266
H -6.746 -0.521 -1.854  0.260

The calculation puts the highest occupied orbital energy (alpha / beta) at -17.08 / -17.08 eV. Its frontier orbital gap (alpha / beta) is 5.1 / 5.0 eV. As for the charge: +3. For the LUMO energy (alpha / beta), the calculation gives -0.4390 / -0.4441 Eh. The total energy is -1299.529634 Eh.



(5)
This record from the Open Molecules 2025 dataset describes a molecular structure, C3H9NS2. The level of theory is wB97M-V/def2-TZVPD.

Each line ends with the Löwdin spin population.
Positions of all 15 atoms, in Å:
H 0.188 0.563 1.624  0.006
C 1.230 -0.570 0.099  0.010
H -1.165 0.632 -1.157  0.001
H 2.850 0.474 -0.637  0.000
H 1.104 -1.363 0.822  0.007
H 0.965 1.575 0.387  0.001
H -1.560 1.488 0.250  0.000
C 0.395 0.650 0.550  0.018
H 0.888 -0.916 -0.876  0.000
C -1.021 0.599 -0.072  0.018
H -4.091 -1.552 -0.839  0.010
H 3.024 0.125 0.883  0.000
S -3.650 -0.462 -1.458  0.467
N 2.687 -0.280 0.018  0.001
S -1.845 -0.963 0.405  0.460

Its spin multiplicity is 2. The calculation puts the highest occupied orbital energy (alpha / beta) at -2.16 / -3.10 eV. Its frontier orbital gap (alpha / beta) is 5.9 / 6.6 eV. As for the charge: -1. For the LUMO energy (alpha / beta), the calculation gives 0.1391 / 0.1294 Eh. The total energy is -970.830024 Eh. Its energy above the lowest of the compared OMol25 structures with the same formula, charge and spin is 11.3 kJ/mol.



(6)
This record from the Open Molecules 2025 dataset describes a single C9H13N3S molecule. The level of theory is wB97M-V/def2-TZVPD.

Each line ends with the natural charge from an NBO analysis.
Positions of all 26 atoms, in Å:
S 0.831 2.754 -0.703  -0.242
H 3.750 -0.706 1.564  0.199
C -4.099 0.668 0.191  -0.185
H -3.015 -1.848 -1.782  0.215
H 1.454 -0.176 1.188  0.381
H -0.876 -1.101 -0.523  0.213
H -2.963 1.995 1.480  0.225
N -0.418 0.581 1.134  -0.457
C -2.945 -0.963 -1.094  -0.164
C -2.959 1.107 0.843  -0.252
C 2.889 -0.814 -0.555  -0.245
C -1.743 -0.506 -0.479  -0.279
H -0.322 1.485 1.635  0.370
H -5.070 -0.534 -1.166  0.212
H 1.993 -1.364 -0.453  0.226
C -1.781 0.306 0.603  0.181
H 3.264 -1.205 -1.533  0.204
C -4.102 -0.383 -0.718  -0.263
N 0.724 0.209 0.536  -0.468
H 4.995 -0.506 0.172  0.223
N 2.603 0.690 -0.543  -0.619
H 4.183 -2.110 0.575  0.217
C 1.365 1.190 -0.221  0.300
H -5.109 1.045 0.464  0.212
H 3.302 1.208 -1.062  0.415
C 4.048 -1.024 0.449  -0.620

The calculation puts the highest occupied orbital energy at -8.23 eV. Its frontier orbital gap is 8.8 eV. For the LUMO energy, the calculation gives 0.0216 Eh. The total energy is -913.111616 Eh. As for the SMILES: CCNC(=S)NNc1ccccc1. Its energy above the lowest of the compared OMol25 structures with the same formula, charge and spin is 250.6 kJ/mol.



(7)
This record from the Open Molecules 2025 dataset describes a molecular structure, C17H15AsBrN4RhS4. The level of theory is wB97M-V/def2-TZVPD.

Each line ends with the natural charge from an NBO analysis.
Positions of all 43 atoms, in Å:
C 1.119 -0.333 2.413  0.154
C 1.682 1.140 4.176  -0.146
H -3.204 -4.425 -4.410  0.216
C 2.354 1.322 -3.009  -0.199
H 2.223 1.358 5.090  0.224
N 0.328 0.581 1.848  -0.453
C 3.264 2.193 -2.451  -0.183
H 2.061 2.077 0.697  0.207
S -3.300 -4.143 2.351  -0.443
H 2.440 -0.877 3.999  0.245
C -1.168 -1.620 -2.674  0.067
C -2.633 -3.641 -3.925  -0.188
C 1.373 0.762 -2.200  0.288
S -2.737 0.311 2.523  -0.020
H 4.041 2.646 -3.055  0.226
S -2.360 -0.595 0.812  -0.417
Rh -0.294 0.040 -0.058  0.320
H -2.337 -2.114 -0.952  0.239
C 0.651 3.466 4.239  -0.632
C 1.816 -0.102 3.580  -0.259
S -4.312 -1.062 3.481  -0.380
H -0.497 2.454 1.974  0.226
C -2.139 -2.318 -1.981  -0.184
N 1.281 1.023 -0.900  -0.416
C 0.191 1.766 2.453  0.052
H -3.618 -3.858 -2.030  0.223
H 3.855 3.156 -0.608  0.228
As -4.718 -2.668 2.027  0.662
C 3.166 2.476 -1.094  -0.236
N 0.474 -0.132 -2.775  -0.215
H -0.160 -1.415 -4.556  0.230
C -1.651 -2.948 -4.626  -0.230
C 0.853 2.105 3.619  -0.046
C -2.869 -3.324 -2.601  -0.206
H 0.974 4.260 3.562  0.226
H 1.219 3.560 5.164  0.222
H 2.366 1.051 -4.056  0.237
Br 1.257 -1.971 1.509  0.135
H -0.402 3.638 4.467  0.235
H -1.446 -3.193 -5.661  0.215
N -0.388 -0.574 -1.991  -0.101
C -0.921 -1.950 -4.010  -0.160
C 2.168 1.876 -0.359  0.035

The calculation puts the highest occupied orbital energy (alpha / beta) at -6.44 / -6.44 eV. Its frontier orbital gap (alpha / beta) is 5.1 / 5.1 eV. For the LUMO energy (alpha / beta), the calculation gives -0.0497 / -0.0498 Eh. The total energy is -7388.907337 Eh. Its energy above the lowest of the compared OMol25 structures with the same formula, charge and spin is 206.5 kJ/mol.